{"formula": "C20H25N7O3S3", "method": "the ωB97M-V functional and the def2-TZVPD basis", "charge": 0, "smiles": "CCc1nnc(NC(=O)CSc2nnc(-c3ccc(S(=O)(=O)N4CCCC4)cc3)n2CC)s1", "multiplicity": 1, "symbols": ["C", "H", "H", "H", "C", "C", "N", "N", "C", "N", "C", "O", "C", "H", "H", "S", "C", "N", "N", "C", "N", "C", "C", "H", "H", "H", "H", "H", "C", "C", "C", "C", "C", "C", "H", "H", "S", "O", "O", "N", "C", "H", "H", "C", "H", "H", "C", "H", "H", "C", "H", "H", "H", "H", "H", "S", "H", "H"], "positions_angstrom": [[2.9101, 0.2724, 2.0900], [3.8179, 0.7139, 1.6856], [2.5883, 0.8637, 2.9447], [3.1356, -0.7353, 2.4287], [1.8165, 0.2289, 1.0254], [1.4756, 1.5795, 0.5176], [1.4123, 1.8996, -0.7216], [1.0541, 3.1592, -0.9570], [0.8252, 3.8406, 0.1163], [0.4325, 5.1416, 0.1966], [-0.0090, 6.0248, -0.7732], [-0.3500, 7.1316, -0.4433], [-0.0177, 5.5367, -2.1950], [0.6983, 4.7351, -2.3652], [0.1442, 6.3788, -2.8666], [-1.6887, 4.9259, -2.6534], [-1.8091, 3.5689, -1.5589], [-1.9382, 3.6388, -0.2629], [-1.8846, 2.3953, 0.2139], [-1.7279, 1.5672, -0.7950], [-1.6802, 2.2696, -1.9630], [-1.6749, 1.8177, -3.3299], [-3.0638, 1.9534, -3.9475], [-3.7867, 1.3618, -3.3895], [-3.0415, 1.5996, -4.9741], [-3.3815, 2.9936, -3.9426], [-1.3578, 0.7752, -3.3500], [-0.9565, 2.4286, -3.8840], [-1.5247, 0.1391, -0.6070], [-2.2775, -0.5172, 0.3664], [-2.0307, -1.8478, 0.6503], [-1.0359, -2.5134, -0.0396], [-0.2816, -1.8768, -1.0056], [-0.5205, -0.5456, -1.2926], [0.1134, -0.0244, -1.9930], [0.4884, -2.4354, -1.5127], [-0.5953, -4.1919, 0.3940], [-1.6303, -4.7445, 1.2241], [-0.2143, -4.9006, -0.7919], [0.8014, -3.8536, 1.2717], [1.8911, -4.8075, 1.1287], [1.7390, -5.3823, 0.2175], [2.8315, -4.2502, 1.0560], [1.8464, -5.6377, 2.4090], [2.7835, -6.1512, 2.6126], [1.0408, -6.3694, 2.3407], [1.5085, -4.5734, 3.4523], [2.4156, -4.0493, 3.7563], [1.0317, -4.9872, 4.3377], [0.5736, -3.6176, 2.6936], [-0.4748, -3.8284, 2.9144], [0.7801, -2.5687, 2.9256], [-2.5958, -2.3821, 1.3974], [-3.0355, 0.0346, 0.8996], [0.3140, 5.5024, 1.1371], [1.0730, 2.9131, 1.5898], [2.1313, -0.3788, 0.1761], [0.9115, -0.2209, 1.4453]], "atomic_forces_ev_per_a": [[-0.12, -0.09, -0.15], [0.09, 0.04, 0.02], [0.05, 0.01, 0.14], [0.06, -0.07, 0.10], [0.11, -0.15, 0.22], [-0.11, 0.35, 0.52], [0.42, -1.31, -0.10], [-0.29, 1.40, -0.36], [0.39, -0.88, 0.62], [0.15, 0.56, 0.63], [0.14, -0.03, -0.10], [-0.09, 0.21, -0.03], [-0.25, -0.21, -0.35], [-0.04, 0.22, -0.05], [0.03, 0.03, 0.13], [0.09, 0.22, 0.11], [-0.02, 0.09, -0.46], [-0.47, 0.85, -0.29], [0.01, -1.00, 0.50], [0.02, 0.43, -0.20], [0.03, 0.14, 0.87], [-0.17, -0.16, -0.59], [0.21, -0.08, 0.08], [-0.07, -0.03, 0.03], [-0.05, -0.02, -0.13], [-0.06, 0.04, -0.04], [0.04, 0.16, 0.00], [0.01, -0.17, 0.09], [-0.03, -0.43, 0.05], [0.12, 0.10, -0.18], [-0.06, -0.18, 0.11], [0.01, -0.45, 0.19], [0.01, 0.01, -0.19], [-0.11, -0.17, 0.05], [0.04, 0.04, -0.04], [0.17, 0.02, -0.12], [0.16, 0.55, 0.04], [0.03, 0.21, 0.07], [0.21, 0.12, -0.07], [-0.80, -0.31, -0.69], [0.40, -0.52, -0.24], [0.23, 0.00, 0.03], [-0.03, -0.08, -0.03], [0.05, 0.17, -0.05], [0.01, -0.07, 0.00], [0.01, -0.07, -0.02], [0.00, -0.05, -0.13], [0.00, -0.01, 0.05], [0.02, 0.05, 0.06], [-0.32, 0.47, 0.64], [0.13, 0.10, 0.18], [-0.05, -0.07, 0.08], [-0.11, -0.01, 0.11], [-0.08, 0.03, 0.05], [-0.05, 0.05, -0.27], [0.06, 0.02, -0.83], [-0.09, 0.05, 0.00], [-0.01, -0.09, -0.06]]}

{"formula": "C4H6FN3", "method": "the ωB97M-V functional and the def2-TZVPD basis", "charge": 0, "multiplicity": 1, "symbols": ["C", "C", "C", "C", "N", "N", "N", "F", "H", "H", "H", "H", "H", "H"], "positions_angstrom": [[-1.7446, -1.7457, 0.7726], [-0.7812, -1.0021, 0.1122], [1.0161, 0.5823, 0.8630], [0.5566, 0.8917, -2.5757], [-1.7542, -1.2706, 1.9700], [-0.7594, -0.4690, 2.2010], [-0.1366, -0.2637, 1.0323], [1.9251, 0.9485, -2.5796], [-2.5097, -2.2871, 0.3934], [0.7111, 1.4749, 0.4595], [1.4417, 0.8293, 1.8661], [1.7604, 0.1558, 0.2488], [0.3059, 0.7015, -1.4893], [-0.0311, 1.4542, -3.2742]], "atomic_forces_ev_per_a": [[1.69, 2.06, -2.42], [0.70, -0.33, -0.11], [0.32, -0.56, 2.74], [1.10, -0.78, 2.97], [0.09, 0.03, 3.74], [0.14, 1.03, 0.46], [-0.59, -1.39, -0.72], [-0.89, 0.28, -0.92], [-1.92, -1.86, -1.06], [-0.69, 2.25, -1.07], [-0.39, -0.49, -0.75], [0.72, -0.77, -0.62], [-0.53, 0.29, -1.89], [0.26, 0.24, -0.35]]}

{"formula": "C32H41Cl3IN8O5PRbS2", "method": "the ωB97M-V functional and the def2-TZVPD basis", "charge": -1, "multiplicity": 1, "symbols": ["Rb", "C", "C", "N", "N", "C", "N", "S", "C", "C", "C", "C", "C", "N", "H", "H", "H", "H", "H", "H", "H", "H", "H", "H", "C", "C", "C", "C", "C", "C", "C", "S", "O", "O", "N", "C", "C", "O", "O", "H", "H", "H", "H", "H", "H", "H", "H", "H", "I", "C", "C", "C", "C", "N", "C", "H", "H", "H", "H", "Cl", "C", "Cl", "Cl", "C", "N", "C", "C", "C", "C", "C", "N", "H", "H", "H", "H", "H", "H", "H", "H", "H", "C", "P", "C", "C", "O", "H", "H", "H", "H", "H", "H", "H", "H", "H"], "positions_angstrom": [[-0.3831, -0.9032, 0.5229], [3.6274, 2.9945, -1.0912], [2.5543, 1.9754, -0.8005], [1.9324, 1.9018, 0.3091], [2.1780, 2.8631, 1.2431], [1.8342, 2.7248, 2.5448], [1.8790, 3.9065, 3.2469], [1.5849, 1.2667, 3.2775], [2.1554, 1.0217, -1.8657], [3.0858, 0.4483, -2.7229], [2.6279, -0.3764, -3.7404], [1.2694, -0.5865, -3.8741], [0.4210, 0.0092, -2.9523], [0.8474, 0.8014, -1.9822], [4.4523, 2.8916, -0.3807], [3.2377, 4.0126, -1.0008], [3.9979, 2.8786, -2.1052], [2.5223, 3.7675, 0.9450], [1.5853, 4.7456, 2.7663], [1.5017, 3.8199, 4.1759], [4.1460, 0.6153, -2.5859], [3.3305, -0.8491, -4.4154], [0.8690, -1.2131, -4.6584], [-0.6481, -0.1583, -2.9995], [7.7720, -0.6353, -1.9583], [6.4442, -1.1265, -1.4385], [5.7069, -0.3642, -0.5407], [4.4932, -0.8224, -0.0386], [4.0067, -2.0579, -0.4335], [4.7368, -2.8342, -1.3242], [5.9444, -2.3729, -1.8217], [2.3443, -2.5928, -0.0128], [2.4194, -4.0171, 0.2694], [1.9195, -1.7514, 1.0999], [1.6521, -2.2127, -1.3756], [0.8778, -3.2366, -2.0041], [-0.6201, -2.9658, -1.5649], [-0.8607, -3.3008, -0.3862], [-1.3386, -2.4166, -2.4235], [7.7679, 0.4464, -2.0991], [8.0221, -1.1140, -2.9054], [8.5656, -0.8742, -1.2451], [6.0869, 0.6057, -0.2318], [3.9108, -0.2399, 0.6664], [4.3375, -3.7985, -1.6139], [6.5051, -2.9827, -2.5224], [1.1394, -4.2416, -1.6534], [0.9183, -3.1604, -3.0950], [0.7219, 4.7840, -2.9361], [-0.8607, 3.4110, -2.8272], [-1.5978, 3.1393, -3.9626], [-2.6554, 2.2483, -3.8480], [-2.9161, 1.6968, -2.6030], [-2.2017, 1.9717, -1.5173], [-1.1711, 2.8027, -1.6193], [-1.3724, 3.6171, -4.9064], [-3.2661, 1.9984, -4.7051], [-3.7404, 1.0067, -2.4545], [-0.6192, 2.9972, -0.7123], [-3.7585, 3.4958, 3.8411], [-1.8079, 2.9591, 4.0529], [-1.8440, 1.4399, 4.8238], [-1.1277, 4.2317, 5.0267], [-1.3537, 3.0072, 2.6851], [-1.0466, 3.1611, 1.5924], [-6.4235, -0.7372, -0.8612], [-5.6907, -0.2346, 0.3892], [-6.0831, -1.0704, 1.6125], [-5.9794, 1.2513, 0.6378], [-4.2474, -0.3805, 0.1547], [-3.1242, -0.4876, -0.0516], [-7.5039, -0.6671, -0.7205], [-6.1598, -1.7751, -1.0637], [-6.1444, -0.1436, -1.7323], [-7.1435, -0.9322, 1.8319], [-5.4996, -0.7617, 2.4809], [-5.8974, -2.1292, 1.4286], [-7.0479, 1.4033, 0.8033], [-5.6625, 1.8508, -0.2162], [-5.4319, 1.6023, 1.5132], [-2.4401, -3.3874, 2.3383], [-1.7939, -2.0164, 3.3325], [-0.0746, -2.3862, 3.7977], [-2.7354, -2.1251, 4.8946], [-1.9676, -0.6998, 2.6704], [-2.3843, -4.3419, 2.8623], [-1.8643, -3.4328, 1.4064], [-3.4756, -3.1502, 2.0891], [0.0138, -3.3536, 4.2910], [0.2621, -1.5895, 4.4641], [0.5502, -2.3654, 2.8994], [-2.7033, -3.1333, 5.3073], [-3.7691, -1.8450, 4.6881], [-2.3215, -1.4212, 5.6185]], "atomic_forces_ev_per_a": [[-0.25, 1.51, -0.68], [0.00, -0.07, 0.13], [0.23, 0.28, 0.09], [-0.43, -0.46, 0.06], [0.18, 0.57, -0.04], [0.52, -0.42, 0.01], [-0.11, 0.16, -0.10], [-0.29, 0.03, 0.09], [-0.03, -0.13, -0.25], [0.01, 0.08, -0.04], [-0.05, 0.08, -0.01], [0.15, 0.10, -0.10], [-0.16, 0.02, -0.18], [-0.02, 0.12, 0.22], [0.02, -0.03, -0.03], [-0.03, 0.00, -0.05], [0.05, 0.01, 0.01], [-0.01, -0.04, -0.07], [-0.02, -0.05, -0.06], [0.11, -0.04, 0.05], [0.00, 0.00, 0.01], [0.02, -0.01, 0.02], [-0.05, -0.04, 0.06], [0.01, -0.12, 0.01], [-0.06, -0.10, 0.14], [0.03, 0.06, -0.07], [0.02, -0.03, 0.02], [0.02, -0.14, 0.17], [-0.05, 0.20, 0.29], [0.08, -0.06, 0.05], [-0.11, 0.04, 0.09], [-0.09, -0.20, -2.04], [0.23, 0.05, 0.26], [1.06, -0.16, 0.60], [1.09, 0.08, 1.64], [-1.67, -0.28, 0.29], [1.49, -0.99, -1.67], [-0.83, -0.24, 0.50], [-0.61, 0.19, 0.38], [0.02, 0.00, -0.03], [0.02, 0.04, -0.02], [0.06, 0.03, -0.05], [0.00, 0.00, 0.01], [0.00, 0.03, -0.02], [0.00, 0.02, -0.07], [0.02, 0.01, 0.00], [0.11, -0.02, -0.23], [0.21, -0.02, 0.02], [-0.06, -0.13, 0.06], [0.14, 0.24, -0.08], [-0.12, -0.04, 0.04], [0.02, 0.02, 0.01], [0.02, 0.03, 0.07], [0.03, 0.12, 0.12], [-0.27, 0.02, -0.20], [0.05, -0.03, 0.00], [0.01, -0.03, 0.00], [0.05, -0.06, -0.07], [0.10, 0.01, -0.05], [1.81, -0.47, 0.11], [-2.71, 0.65, 0.06], [0.27, -0.18, 0.03], [0.31, 0.11, 0.09], [0.10, -0.07, -0.15], [0.04, 0.02, -0.01], [0.04, 0.01, -0.01], [-0.13, 0.04, -0.02], [0.10, 0.03, 0.01], [0.06, -0.01, 0.01], [0.17, -0.08, -0.06], [-0.47, -0.01, -0.04], [0.00, 0.02, 0.04], [-0.02, 0.00, -0.01], [-0.02, 0.00, -0.01], [-0.01, 0.01, -0.02], [-0.01, -0.02, 0.02], [0.00, 0.00, 0.02], [-0.01, -0.02, -0.01], [-0.02, 0.01, 0.00], [-0.02, 0.01, 0.01], [0.37, 0.37, 0.17], [-0.29, -0.98, 0.50], [-0.43, 0.20, -0.30], [0.18, 0.14, -0.17], [-0.18, 0.36, 0.40], [0.03, 0.01, 0.03], [-0.06, -0.12, -0.14], [-0.01, -0.01, 0.02], [-0.01, -0.02, -0.02], [0.03, -0.02, 0.02], [0.08, -0.10, 0.07], [0.01, 0.00, 0.02], [-0.01, -0.03, 0.00], [-0.01, -0.04, 0.05]]}

{"formula": "C4H8N", "method": "the ωB97M-V functional and the def2-TZVPD basis", "charge": 1, "multiplicity": 1, "symbols": ["C", "C", "C", "C", "N", "H", "H", "H", "H", "H", "H", "H", "H"], "positions_angstrom": [[-0.1951, -0.0955, 0.2714], [-1.4374, 0.7936, -0.0484], [-1.8295, -0.5779, -0.1989], [2.2228, -0.0389, -0.0554], [0.9330, 0.1509, -0.4292], [-0.1625, -0.3024, 1.4589], [-1.9102, 1.3689, 0.7978], [-1.1132, 1.2915, -0.9716], [-1.9751, -1.1422, -1.0195], [-2.3970, -1.0678, 0.5422], [2.8532, 0.8838, -0.3921], [2.6294, -0.6575, -0.8152], [2.3819, -0.6064, 0.8600]], "atomic_forces_ev_per_a": [[3.14, -0.39, 4.15], [-1.28, 0.28, -1.31], [0.58, 2.80, 1.54], [1.33, 0.66, 0.66], [-5.14, -0.10, -0.39], [0.44, -0.07, -2.82], [1.12, -0.57, -0.91], [-0.76, 0.25, 0.44], [0.62, -1.18, -3.55], [0.18, -0.29, 1.78], [-1.02, -1.16, 1.24], [0.42, -1.05, -1.38], [0.36, 0.82, 0.55]]}

{"formula": "C2H3ClN2O", "method": "the ωB97M-V functional and the def2-TZVPD basis", "charge": 0, "smiles": "C=NN=C=O.Cl", "multiplicity": 1, "symbols": ["C", "C", "N", "N", "O", "Cl", "H", "H", "H"], "positions_angstrom": [[-0.1147, -2.2198, -0.1154], [-1.2565, -0.0104, -0.4861], [-0.0325, -1.3254, 0.7593], [-0.5368, -0.1037, 0.5909], [0.1429, -3.1794, -0.6919], [3.2754, 0.1058, -0.6103], [-1.6803, 1.0132, -0.5689], [-1.5551, -0.6023, -1.3180], [2.8368, -0.6210, 0.3036]], "atomic_forces_ev_per_a": [[1.82, 0.26, 2.21], [-0.17, 4.68, 2.22], [0.65, -2.85, -0.55], [-2.28, 0.83, -2.65], [-0.56, -0.65, -0.93], [0.38, 0.64, -0.85], [0.25, -0.65, -0.14], [0.34, -1.61, -0.17], [-0.44, -0.65, 0.87]]}

Table of largest force on an atom (eV/A), in record order: 1.47 3.75 2.79 5.22 5.18
Table of energy relative to the best compared isomer or geometry (same formula, charge and spin) (kcal per mole), in record order: 0.0 150.5 54.8 85.6 55.6
Table of calculated total energy (Eh), in record order: -2580.696407 -419.903746 -4898.395301 -211.534655 -722.865057